ORCA calculation (ωB97M-V/def2-TZVPD) on a structure of composition C36H38F3N10OS2Sn in a non-equilibrium geometry.

Geometry as XYZ:
```
91
Properties=species:S:1:pos:R:3:forces:R:3
Sn -0.74294 0.29832 1.49817 0.19 0.46 -0.25
C 0.36125 -0.92211 4.71001 -0.18 -0.19 -0.12
N 1.10420 0.05721 3.97362 2.22 -1.37 -0.94
C 1.01891 1.45085 4.35097 0.45 -0.82 1.52
C -0.29586 2.06238 4.18699 -1.76 1.83 0.22
C -0.55921 3.33060 4.77247 -0.18 -0.83 -1.30
C -1.34940 4.20170 3.91973 -0.92 0.14 -0.25
C -2.15486 3.66294 2.96005 -0.29 -0.80 0.76
C -2.42254 2.14587 3.04448 0.04 0.35 -0.27
N -1.14225 1.48321 3.33852 0.29 -0.09 -0.98
C 2.54154 -0.42084 4.00845 -2.16 -0.08 0.27
C 2.82070 -1.65899 3.18943 0.59 0.12 1.50
C 2.51876 -1.84646 1.87234 0.21 -0.99 -0.78
C 2.98569 -3.02008 1.22842 -1.56 2.90 -0.79
C 3.70789 -3.89540 1.93185 1.65 -2.16 1.04
C 3.99301 -3.63585 3.27195 -0.57 0.75 0.91
N 3.54051 -2.53232 3.90848 0.80 -1.61 -0.71
C -0.07558 -2.14918 3.95414 0.55 -1.13 -0.94
C 0.24571 -3.45460 4.40641 -0.35 1.71 -0.91
C -0.08655 -4.52747 3.59862 -0.57 1.66 -0.29
C -0.74060 -4.28509 2.38175 0.94 -0.08 0.71
C -0.96075 -2.99056 1.97962 -0.38 0.50 0.52
N -0.67041 -1.95507 2.77380 -0.07 0.08 0.60
H -0.52887 -0.46304 5.00810 -1.52 0.80 0.91
H 0.95376 -1.22014 5.55806 0.00 -0.36 0.85
H 1.76316 1.92605 3.72580 0.13 0.50 0.03
H 1.23193 1.66823 5.42542 0.62 -0.32 -0.32
H -0.00349 3.75109 5.59106 0.47 -0.14 0.02
H -1.27240 5.31725 4.03023 0.09 -1.18 -0.19
H -2.68385 4.20370 2.19006 0.08 0.28 0.02
H -3.16318 1.85908 3.83305 0.40 0.44 -0.37
H 2.87569 -0.60658 5.05501 -0.29 -0.03 -0.52
H 3.12255 0.36559 3.64695 1.12 1.38 -0.79
H 1.94080 -1.12325 1.33799 -0.21 0.33 -0.36
H 2.79009 -3.08380 0.16489 -0.10 -0.37 0.06
H 4.10576 -4.81170 1.47905 -0.16 0.38 0.14
H 4.57284 -4.33373 3.89855 -0.27 0.34 -0.46
H 0.84378 -3.44230 5.29198 0.18 -0.75 0.50
H 0.16642 -5.50100 3.88605 0.32 -1.35 0.32
H -0.91402 -5.10307 1.73296 -0.38 -0.56 -0.64
H -1.39839 -2.72029 1.02290 0.12 -0.25 0.02
C -1.07831 -0.30868 -7.69330 -0.53 1.69 -0.40
C -0.83725 0.79528 -6.66611 -0.99 -0.52 0.49
C -1.74395 1.84369 -6.49607 -0.54 -0.30 -1.47
C -1.63385 2.82089 -5.54215 1.13 -1.08 0.31
C -0.62465 2.79851 -4.61465 1.16 -1.07 1.27
N -0.53826 3.58881 -3.41333 0.35 -1.16 -1.91
C -1.35084 4.63518 -3.18785 -0.60 1.45 -0.71
O -1.96666 5.31459 -4.02141 0.43 -1.09 0.23
N -1.42735 5.00141 -1.88735 -0.70 0.40 0.20
C -0.76066 4.45078 -0.81212 0.73 -0.13 1.37
C 0.08852 5.24242 -0.04744 0.48 0.48 -0.28
C 0.85677 4.65325 0.94611 0.44 2.02 0.16
C 0.67718 3.32047 1.17436 1.51 0.26 0.43
N -0.18904 2.60285 0.55075 -1.68 -1.17 -1.19
C -0.91384 3.13691 -0.43249 0.12 0.25 0.32
C 0.27581 1.72620 -4.74396 0.12 0.82 -0.59
C 0.15973 0.73449 -5.69466 -0.56 0.15 -0.46
H -2.18003 -0.45240 -7.85030 1.08 -0.20 0.20
H -0.54394 -1.17928 -7.40195 0.03 -1.05 0.34
H -0.63632 -0.01797 -8.66118 -0.27 0.00 0.18
H -2.64955 1.94792 -7.12762 0.76 -0.35 0.12
H -2.34951 3.53281 -5.51444 -2.12 2.22 0.22
H 0.03480 3.19976 -2.65876 -0.15 0.07 -0.42
H -2.01225 5.79433 -1.74448 -0.20 0.49 0.07
H 0.17014 6.29015 -0.36635 0.19 -0.36 0.46
H 1.60551 5.22795 1.54183 -0.78 -0.52 -0.65
H 1.37780 2.80679 1.79898 0.04 -0.31 0.69
H -1.64159 2.56055 -0.96684 -0.20 -0.69 0.08
H 1.22001 1.72214 -4.27770 0.62 0.01 1.51
H 0.82392 -0.10793 -5.58438 0.32 -0.10 -0.42
C -1.57817 -6.36534 -1.39519 -0.70 -0.29 -0.22
C -1.69303 -5.42833 -2.57003 1.55 0.15 -0.92
C -1.22583 -4.03394 -2.26339 -0.39 -1.33 0.10
N -0.48860 -3.80172 -1.24943 0.67 0.42 0.31
N -0.06298 -2.49244 -1.14638 -0.77 0.34 -0.86
C -0.58413 -1.76918 -2.12189 0.49 0.82 0.18
N -0.41088 -0.43837 -2.30777 -0.08 0.34 -0.89
S -1.58692 -2.68239 -3.25969 0.30 0.24 0.38
H -1.73733 -7.40781 -1.72575 0.39 0.38 0.16
H -2.45239 -6.12674 -0.78253 0.50 -0.09 0.66
H -0.61184 -6.20256 -0.90608 -0.46 -0.30 0.18
H -2.68523 -5.37345 -2.93319 -1.18 -0.11 -0.45
H -1.06720 -5.79428 -3.41505 -0.34 0.16 0.33
H 0.62964 0.02159 -2.20725 -0.42 -0.54 0.37
H -0.89613 -0.08453 -3.15204 0.52 -0.33 0.86
S -3.05331 1.34768 1.42810 0.19 0.27 1.14
F 3.12976 1.17937 -2.59850 -0.06 -0.30 -0.69
C 2.02376 0.83987 -1.85157 0.68 1.17 0.66
F 1.45285 2.19631 -1.67541 0.08 -0.53 -0.06
F 2.64575 0.65331 -0.61053 -0.69 -0.15 -0.06
```
Positions in Å, forces in eV/Å.

As for the charge: -1. For the LUMO energy, the calculation gives 2.3 eV. The value obtained for the relative energy (zero: lowest compared OMol25 entry of this formula, charge and spin) is 145.1 kJ/mol. For the HOMO energy, the calculation gives -4.160 eV.